No. 1
Below is a 2-piece molecular cluster, C8H15N2S overall in a non-equilibrium geometry, with properties calculated with ωB97M-V/def2-TZVPD.

The geometry in ORCA input format:
```
! RIJCOSX wB97M-V def2-TZVPD def2/J DEFGRID3
* xyz 1 1
C -2.6665 -0.0512 -0.2812
C -1.5120 -0.4755 -1.1467
C -2.8000 -0.9970 0.6593
C -1.0396 -1.7360 -0.5533
C 1.1101 -0.0817 0.3729
C -0.5261 0.7673 -1.3153
C -1.3560 2.6370 0.6063
C -0.4126 1.7406 0.8052
N -1.7968 -1.9461 0.5565
N 0.2244 0.9559 -0.0991
S 4.5187 -1.3748 0.1095
H -3.2438 0.8971 -0.5367
H -1.9700 -0.7972 -2.1806
H -3.6213 -0.9400 1.4139
H 1.0327 -0.0125 1.5655
H 0.9396 -1.1521 0.0904
H 2.1058 0.0636 -0.0531
H -0.4029 -2.5368 -0.7665
H -1.1428 1.5753 -1.5683
H 0.2105 0.6284 -2.1134
H -1.7492 3.2633 1.5089
H -1.6962 2.8562 -0.3125
H -0.1910 1.6989 1.7854
H -1.6048 -2.6049 1.2939
H 4.5913 -0.7459 1.2999
H 5.5900 -0.8577 -0.5196
*
```

Results
Energy (Ha): -821.15002
Energy relative to the best compared isomer or geometry (same formula, charge and spin) (kcal per mole): 83.3
M (g mol⁻¹): 171.3



No. 2
Below is one molecule with the formula C4H9N in a non-equilibrium geometry, with properties calculated with ωB97M-V/def2-TZVPD.

The geometry in ORCA input format:
```
! RIJCOSX wB97M-V def2-TZVPD def2/J DEFGRID3
* xyz 0 1
C 1.3444 0.6291 0.8179
C 0.3904 -0.5188 0.6333
C -1.1656 -0.4564 0.6171
N -0.4661 -0.6323 -0.5955
C -0.3249 0.5678 -1.4471
H 1.9299 0.6988 1.8334
H 0.9608 1.7819 0.8928
H 2.0518 0.5345 -0.0391
H 0.8779 -1.4796 0.9463
H -1.7609 -1.2089 1.1559
H -1.5247 0.4917 0.8188
H -1.0018 0.3179 -2.3092
H -0.4430 1.5132 -0.9402
H 0.7064 0.4466 -1.9172
*
```

Results
Energy (Ha): -212.46962
Energy relative to the best compared isomer or geometry (same formula, charge and spin) (kcal per mole): 51.2
M (g mol⁻¹): 71.1



No. 3
Below is a 3-piece molecular cluster, C2H10NO2 overall in a non-equilibrium geometry, with properties calculated with ωB97M-V/def2-TZVPD.

The geometry in ORCA input format:
```
! RIJCOSX wB97M-V def2-TZVPD def2/J DEFGRID3
* xyz 1 1
C -1.0987 0.8523 -0.0263
C -0.3256 1.8537 -0.5443
N -0.6768 -0.3670 0.7261
H -2.1789 0.8992 -0.2507
H -0.7685 2.9455 -0.9169
H 0.7026 1.8504 -0.6305
H -1.3806 -0.6574 1.4290
H -0.7316 -1.4008 0.1550
H 0.2136 -0.4699 1.2539
H -0.3354 -2.5240 -1.2401
H -0.3425 -3.4664 0.0814
O -0.8101 -2.7791 -0.3728
H 2.8496 1.8616 0.5832
H 3.0337 0.4154 0.0344
O 2.3377 1.1390 0.1031
*
```

Results
Energy (Ha): -287.11722
Energy relative to the best compared isomer or geometry (same formula, charge and spin) (kcal per mole): 49.6
M (g mol⁻¹): 80.1



No. 4
Below is one molecule with the formula C2H4N4OS in a non-equilibrium geometry, with properties calculated with ωB97M-V/def2-TZVPD.

The geometry in ORCA input format:
```
! RIJCOSX wB97M-V def2-TZVPD def2/J DEFGRID3
* xyz 0 1
N 0.6754 -0.2662 -2.4299
C 0.3092 -0.1098 -1.2066
N -0.7450 0.5953 -0.8129
C -0.6219 0.4459 0.5647
S -1.6787 0.9868 1.7178
O 0.2661 -0.4763 0.8784
N 0.8005 -0.9207 -0.2388
N 2.1220 -1.0335 -0.1456
H 1.6540 -0.6435 -2.6916
H -0.0003 0.0407 -3.1631
H 2.2870 -1.8616 0.4334
H 2.6951 -0.1544 0.1512
*
```

Results
Energy (Ha): -770.96581
Energy relative to the best compared isomer or geometry (same formula, charge and spin) (kcal per mole): 45.3
M (g mol⁻¹): 132.1



No. 5
Below is one molecule with the formula C6H10O, with properties calculated with ωB97M-V/def2-TZVPD.

The geometry in ORCA input format:
```
! RIJCOSX wB97M-V def2-TZVPD def2/J DEFGRID3
* xyz 0 1
C -1.7535 -0.8916 -0.8263
C -0.9749 0.3008 -1.3902
C -0.6617 0.5914 0.0898
C 0.7690 0.7948 0.5191
C 1.3136 -0.0202 1.6571
C 1.7906 -0.2715 0.2556
O -1.1881 -0.6930 0.4786
H -2.8433 -0.7530 -0.8165
H -1.5226 -1.8863 -1.2234
H -1.5376 1.0530 -1.9475
H -0.0840 0.0077 -1.9522
H -1.2900 1.3957 0.5022
H 1.1061 1.8278 0.4497
H 0.6459 -0.7629 2.0823
H 1.9867 0.4561 2.3637
H 2.7954 0.0369 -0.0190
H 1.4483 -1.1857 -0.2229
*
```

Results
Energy (Ha): -309.78802
Energy relative to the best compared isomer or geometry (same formula, charge and spin) (kcal per mole): 34.1
M (g mol⁻¹): 98.1



No. 6
Below is C5H10N3 as an isolated structure in a non-equilibrium geometry, with properties calculated with ωB97M-V/def2-TZVPD.

The geometry in ORCA input format:
```
! RIJCOSX wB97M-V def2-TZVPD def2/J DEFGRID3
* xyz 1 1
C -2.0679 1.0080 0.7254
C 2.4375 -0.8162 -1.0630
C 0.1482 -0.0126 1.5866
C -2.7119 0.3244 -0.5355
C 1.8646 -1.0020 -2.1675
N 2.8784 -0.4353 0.0298
N -0.7216 0.5426 1.0303
N 1.2832 -0.3663 1.9443
H -2.0077 2.1825 0.3547
H -2.2365 -0.7598 -0.4440
H -3.7498 0.5677 -0.4695
H -2.3381 0.6995 -1.5076
H 2.1742 -1.6283 -2.9840
H -2.6702 1.0280 1.6114
H 0.8891 -0.4713 -2.2876
H 3.4383 0.3816 0.1373
H 2.0174 -0.7377 1.0435
H 1.3728 -0.5050 2.9955
*
```

Results
Energy (Ha): -360.41151
Energy relative to the best compared isomer or geometry (same formula, charge and spin) (kcal per mole): 102.7
M (g mol⁻¹): 112.2



No. 7
Below is C27H24BaN10O3S as an isolated structure in a non-equilibrium geometry, with properties calculated with ωB97M-V/def2-TZVPD.

The geometry in ORCA input format:
```
! RIJCOSX wB97M-V def2-TZVPD def2/J DEFGRID3
* xyz 0 1
Ba 0.1781 0.3335 -0.2101
O -0.1111 3.7995 2.4980
C 0.2375 2.9764 1.6438
N 0.3806 1.6567 1.7346
C 0.2062 0.9846 2.9400
C 0.1129 1.6405 4.1709
C -0.0323 0.9616 5.3617
C -0.0968 -0.4188 5.3523
C 0.0026 -1.0954 4.1541
C 0.1566 -0.4371 2.9317
N 0.2855 -1.1133 1.7172
C 0.0777 -2.4212 1.6307
O -0.3199 -3.2406 2.4700
C 0.3117 -3.0095 0.2595
C 0.5688 -4.3847 0.1976
C 0.5728 -5.0211 -1.0228
C 0.2989 -4.2652 -2.1565
C 0.0885 -2.9081 -2.0073
N 0.1129 -2.2775 -0.8368
C 0.5120 3.5465 0.2715
C 0.5283 4.9420 0.1636
C 0.6853 5.5318 -1.0717
C 0.8271 4.7040 -2.1788
C 0.8322 3.3372 -1.9745
N 0.6805 2.7585 -0.7887
H 0.1383 2.7153 4.1750
H -0.0995 1.5146 6.2878
H -0.2429 -0.9718 6.2692
H -0.0481 -2.1691 4.1563
H 0.7244 -4.9223 1.1200
H 0.7652 -6.0815 -1.0982
H 0.2348 -4.7244 -3.1292
H -0.1234 -2.2839 -2.8659
H 0.4059 5.5173 1.0689
H 0.6928 6.6072 -1.1799
H 0.9286 5.1060 -3.1748
H 0.9520 2.6612 -2.8086
C 5.3709 -2.1102 -1.8244
C 4.2767 -1.7191 -2.7351
N 4.0802 -2.1557 -3.9343
N 2.9584 -1.5454 -4.3745
C 2.4204 -0.7210 -3.4411
S 1.0589 0.1842 -3.5894
N 3.2907 -0.8256 -2.3752
N 3.1706 -0.1512 -1.1766
H 5.9906 -2.8560 -2.3094
H 4.9629 -2.5238 -0.9017
H 5.9923 -1.2502 -1.5780
H 2.6274 -1.6949 -5.3144
H 3.8047 0.6468 -1.1370
H 3.3684 -0.7695 -0.3931
N -5.1053 -1.8324 1.0351
C -5.5869 -0.6672 0.5486
O -6.7746 -0.4582 0.4163
C -4.5699 0.3542 0.1290
C -5.0209 1.6457 -0.1415
C -4.1139 2.5941 -0.5774
C -2.7880 2.2185 -0.7286
N -2.3485 0.9919 -0.4797
C -3.2187 0.0844 -0.0591
H -5.7825 -2.5083 1.3510
H -4.1429 -1.9780 1.2873
H -6.0700 1.8674 -0.0092
H -4.4256 3.6024 -0.7995
H -2.0475 2.9280 -1.0705
H -2.8026 -0.8998 0.1123
*
```

Results
Energy (Ha): -2240.36408
Energy relative to the best compared isomer or geometry (same formula, charge and spin) (kcal per mole): 43.3
M (g mol⁻¹): 706.0



No. 8
Below is a 7-piece molecular cluster, C6H27NO6 overall in a non-equilibrium geometry, with properties calculated with ωB97M-V/def2-TZVPD.

The geometry in ORCA input format:
```
! RIJCOSX wB97M-V def2-TZVPD def2/J DEFGRID3
* xyz 0 1
C -1.8138 2.2988 -0.5616
C -0.9884 1.9430 0.6870
C 0.1224 0.9350 0.5008
C 1.4915 1.6020 0.1256
C 0.1136 -0.1325 1.6251
C 1.0565 0.3228 2.8025
N 0.4717 -1.4486 0.9601
H -2.6649 2.8299 -0.1796
H -2.1895 1.4050 -1.2913
H -1.5147 2.9413 -1.3494
H -1.9179 1.6456 1.3583
H -0.5504 2.8056 1.1120
H -0.2660 0.4463 -0.4022
H 1.4172 1.9653 -0.9050
H 1.4988 2.5121 0.6036
H 2.4320 1.0640 0.1293
H -0.9812 -0.2675 1.9813
H 1.9533 -0.0788 2.5415
H 1.1400 1.3772 2.9250
H 0.6037 -0.0856 3.7623
H 1.2037 -1.9326 1.5095
H -0.3313 -2.0436 0.8113
O -4.1638 0.1645 0.7181
H -3.4605 -0.5109 0.9083
H -4.5531 -0.0202 -0.1604
O 2.4236 -1.4862 -1.4411
H 2.2501 -2.3958 -1.7872
H 1.6723 -1.6207 -0.8891
O -3.0118 -1.0853 -1.5954
H -2.1108 -1.4890 -1.3783
H -3.5696 -1.8829 -1.8760
O -0.1554 -2.1399 -1.4314
H -0.1010 -1.9622 -2.3757
H 0.0104 -1.2349 -1.1141
O 1.2279 -0.2041 -3.3531
H 1.8709 -0.5699 -2.8076
H 1.0505 0.7529 -3.0644
O 3.6775 -1.3722 1.2657
H 3.9192 -1.8815 0.4963
H 2.7374 -1.1662 1.1394
*
```

Results
Energy (Ha): -750.90276
Energy relative to the best compared isomer or geometry (same formula, charge and spin) (kcal per mole): 48.9
M (g mol⁻¹): 209.3